84
Properties=species:S:1:pos:R:3:forces:R:3:mulliken_charge:R:1 method="wB97M-V/def2-TZVPD" max_force_ev_per_a=2.9 homo_lumo_gap_ev=8.34 charge=0 homo_ev=-8.46 lumo_ha=-0.0046
Na -0.747633 0.393672 -0.387465 -0.199 0.111 0.162 0.8659
C -4.149871 -3.122608 1.386276 0.374 2.487 -0.143 0.3587
F -4.736576 -3.515838 2.513728 0.362 -0.582 -0.450 -0.1918
F -3.455204 -4.141275 0.790050 -1.340 1.043 0.561 -0.2154
F -5.160650 -2.616485 0.583854 1.607 -1.422 0.545 -0.1944
S -2.959526 -1.593994 1.817200 0.444 1.685 -0.212 1.0721
O -2.069331 -2.070529 2.899840 -0.721 -0.217 -1.578 -0.6429
O -2.292509 -1.263556 0.510597 -0.459 -1.220 1.594 -0.5805
O -3.806082 -0.483736 2.259372 0.243 -1.757 -0.373 -0.6362
C -4.637967 -1.899560 -3.895850 -0.434 -0.514 1.318 -0.6866
C -4.818427 -0.497277 -4.462880 -0.248 0.157 -0.682 -0.5820
C -5.135553 0.482070 -3.310577 0.277 -1.619 -0.142 -0.8000
S -3.960162 -0.066564 -1.981027 -0.639 -0.201 -0.071 1.0520
O -4.792532 -0.102980 -0.783491 1.448 -0.009 -1.076 -0.6078
O -2.700398 0.702133 -2.090090 -1.381 -0.960 0.489 -0.6083
C -3.629542 -1.829872 -2.765575 1.189 1.975 -0.136 -0.5137
H -4.324812 -2.607162 -4.663528 0.005 0.041 0.002 0.3513
H -5.580735 -2.247570 -3.473723 -0.250 -0.091 -0.199 0.3303
H -5.661941 -0.592241 -5.146663 -0.048 0.462 -0.127 0.3554
H -3.941360 -0.276027 -5.071075 0.092 0.467 0.163 0.2962
H -6.128826 0.170170 -2.987710 0.107 -0.054 0.566 0.3402
H -5.227347 1.560786 -3.437291 0.842 -0.127 -0.262 0.4281
H -3.393290 -2.611180 -2.043194 -1.064 0.108 0.269 0.4030
H -2.663180 -1.690035 -3.250033 0.260 0.454 0.110 0.1990
C 3.896152 3.917376 -2.735843 -2.364 0.897 -1.047 -0.7364
C 4.233827 3.502045 -1.309413 1.714 0.190 0.307 -0.8203
C 3.039664 3.280092 -0.368929 -0.819 -0.396 -1.283 -0.1882
S 1.612632 3.381969 -1.557817 0.683 -0.289 0.650 0.7135
O 1.102286 4.720281 -1.542723 0.087 0.778 -0.062 -0.6215
O 0.669249 2.329278 -1.334854 -0.278 -0.740 -0.105 -0.2748
C 2.570037 3.211088 -3.098915 0.116 -0.694 1.213 -0.4694
H 4.615805 3.732937 -3.533456 0.371 -0.264 0.522 0.4101
H 3.641677 4.974621 -2.810507 0.370 0.262 0.290 0.3147
H 4.924786 4.249049 -0.918703 -0.084 0.066 0.236 0.3503
H 4.854093 2.610395 -1.400775 -0.259 -0.322 0.297 0.3387
H 2.852962 3.984265 0.441869 0.160 0.324 -0.409 0.5831
H 3.023527 2.286952 0.079968 -0.036 -0.066 -0.271 -0.1289
H 1.872867 3.607071 -3.837336 0.507 0.170 -0.220 0.5148
H 2.799373 2.156467 -3.251449 -0.502 -0.088 -0.053 0.0209
C -1.353622 2.496591 4.902802 0.609 -0.509 -0.141 -0.5977
C -1.713207 3.912773 4.570212 -1.194 1.099 -1.697 -0.7145
C -1.636618 4.090807 3.002223 0.199 -0.675 0.886 -0.8240
S -1.840889 2.391811 2.294517 -0.107 -0.511 0.318 1.1237
O -0.568848 2.067085 1.625070 -1.211 -0.041 0.296 -0.5209
O -3.098974 2.287179 1.571654 1.285 0.360 0.429 -0.6794
C -1.976809 1.469124 3.932523 -0.069 1.730 0.044 -0.3171
H -1.619429 2.330727 5.946800 0.236 -0.454 -0.032 0.4455
H -0.275038 2.467009 4.748265 0.224 -0.459 0.449 0.2005
H -1.083271 4.631779 5.093957 0.194 -0.082 -0.168 0.3789
H -2.732302 4.183327 4.846528 -0.163 -0.278 0.199 0.2928
H -0.653098 4.458429 2.709575 -0.089 -0.195 -0.221 0.2872
H -2.422569 4.709669 2.569352 0.069 -0.099 0.115 0.4000
H -1.485863 0.496468 3.964215 -0.022 0.202 -0.487 0.0331
H -3.043334 1.376616 4.137589 -0.010 -0.188 -0.367 0.4868
C 2.255335 -3.033090 3.790974 -0.506 0.094 -0.246 -0.7085
C 3.480325 -2.606706 2.997603 0.130 0.790 -0.584 -0.3683
C 3.412753 -1.052499 2.831003 -0.175 -0.890 0.192 -0.9924
S 1.640696 -0.650672 2.553819 -0.321 -1.230 0.579 0.9126
O 1.317101 -0.591701 1.118876 0.483 0.604 1.099 -0.0187
O 1.302237 0.416654 3.507389 0.191 -1.331 -1.453 -0.6638
C 1.034379 -2.378915 3.107725 0.664 1.733 0.536 -0.6623
H 2.460443 -2.756891 4.825249 -0.625 0.353 0.105 0.2896
H 2.081525 -4.108914 3.813455 0.257 -0.079 -0.170 0.3848
H 3.493605 -3.062782 2.007695 -0.005 -0.127 -0.069 0.1417
H 4.409249 -2.867503 3.504735 -0.006 -0.047 -0.050 0.4058
H 4.065386 -0.687399 2.037985 -0.255 0.137 -0.011 0.3560
H 3.672217 -0.601101 3.788612 -0.073 0.248 -0.141 0.4935
H 0.736263 -2.891390 2.193064 0.026 0.126 0.073 0.3330
H 0.155561 -2.149923 3.710500 0.045 -0.346 0.010 0.4055
C 3.094947 -3.286353 -3.436755 -0.841 0.037 -0.990 -0.4909
C 3.614395 -3.264383 -2.051395 -0.659 0.487 2.596 -0.7620
C 2.568387 -2.523670 -1.113557 0.946 1.504 -0.588 -0.1418
S 1.813575 -1.140271 -2.183276 -0.984 -0.894 -0.052 0.9391
O 2.549761 0.137446 -2.082806 -0.849 -2.061 0.060 -0.5799
O 0.322342 -1.156071 -2.019506 2.894 0.248 -0.357 -0.4792
C 2.357089 -1.975496 -3.796798 -0.076 0.410 0.580 -0.8972
H 2.413152 -4.135864 -3.476672 -0.222 0.138 -0.446 0.2714
H 3.929539 -3.491766 -4.107100 -0.236 0.095 -0.292 0.3545
H 4.623063 -2.853507 -2.008223 -0.198 0.431 0.281 0.3774
H 3.684515 -4.273866 -1.646255 0.160 -0.094 -0.151 0.3435
H 3.005086 -1.963474 -0.286767 0.325 0.023 -0.139 -0.2754
H 1.789453 -3.105689 -0.620987 -0.232 -0.184 -0.761 0.5038
H 2.988665 -1.214635 -4.255382 0.151 -0.118 0.078 0.3419
H 1.497344 -2.123194 -4.450350 -0.092 -0.002 0.295 0.3926

64
Properties=species:S:1:pos:R:3:forces:R:3:mulliken_spin:R:1 method="wB97M-V/def2-TZVPD" max_force_ev_per_a=3.4 homo_lumo_gap_ev="4.81 / 4.53" charge=0 homo_ev="-4.43 / -4.25" lumo_ha="0.0140 / 0.0105" spin_multiplicity=6
P 1.299750 1.846740 -2.783360 -0.844 -1.971 -1.046 -0.1831
P -1.980672 0.342517 -3.169191 -0.102 0.807 -0.055 0.0132
C 0.286294 1.594252 -4.262680 -0.087 0.549 -0.781 0.0177
C -1.237625 1.663598 -4.177227 -0.873 0.085 -0.907 -0.0125
H 0.591812 0.637343 -4.701910 0.117 0.097 0.156 0.0050
H 0.606751 2.383477 -4.951400 0.035 -0.115 -0.251 0.0000
H -1.554092 2.639993 -3.774870 -0.045 -0.377 -0.079 -0.0018
H -1.678563 1.546311 -5.183876 0.407 0.565 0.021 0.0012
C -2.075545 -1.202766 -4.119024 -0.347 0.319 -0.668 0.0012
H -2.453897 -1.983479 -3.445673 0.037 0.255 -0.193 -0.0001
H -1.062730 -1.494035 -4.427909 -0.249 0.055 0.007 -0.0002
H -2.733612 -1.095042 -4.986560 0.113 -0.333 -0.083 0.0001
C -3.694804 0.839553 -2.779680 -0.504 0.044 -0.560 0.0000
H -4.358902 0.681123 -3.646985 -0.009 0.177 0.377 0.0003
H -3.732560 1.901586 -2.473105 0.120 -0.514 -0.175 -0.0013
H -4.057509 0.236176 -1.927637 0.229 0.187 -0.388 0.0010
C 2.978543 1.624699 -3.396951 0.416 0.451 -0.436 0.0089
H 3.684621 1.610885 -2.553740 -0.237 -0.035 -0.185 0.0123
H 3.243779 2.450760 -4.076134 0.035 -0.359 0.145 0.0041
H 3.035435 0.665459 -3.933001 0.004 0.286 0.211 0.0069
C 1.151825 3.590421 -2.352211 -0.054 0.715 0.453 0.0275
H 0.115862 3.914250 -2.184013 0.189 -0.434 0.035 0.0084
H 1.547155 4.222648 -3.158983 0.031 -0.400 -0.132 -0.0008
H 1.718897 3.855500 -1.450233 -0.121 -0.350 -0.192 -0.0021
Mn 2.483434 0.463685 0.953115 -1.040 -0.161 -1.231 4.8698
C -2.141011 -0.605765 0.765479 1.026 -0.137 1.303 -0.0119
C -1.480759 -1.555941 0.075159 0.580 -0.107 0.422 0.0073
C -0.724702 -1.398089 -1.218492 -0.216 -0.182 -0.685 0.0362
C 0.746932 -0.969482 -1.389845 -0.522 -0.152 -1.035 -0.0717
C 0.995226 0.593269 -1.556000 1.936 -0.636 0.866 -0.2295
C 0.308010 1.376209 -0.533897 1.777 0.745 2.754 0.1547
C -1.133223 1.429251 -0.365605 -1.311 0.467 -0.226 -0.0144
C -1.765377 0.872116 0.911479 -1.091 -0.039 -0.708 0.0297
C 3.067349 0.408168 3.222227 -0.667 -0.962 1.701 -0.0777
H -2.859060 -0.935404 1.525399 0.495 -0.172 0.079 -0.0005
H -1.433934 -2.590141 0.479764 -0.952 0.555 -0.448 0.0037
H -1.298212 -0.649485 -1.856183 0.981 -1.354 1.479 -0.0041
H -0.879383 -2.339373 -1.792138 0.306 0.265 0.517 -0.0059
H 1.342995 -1.270149 -0.499587 -0.154 0.413 -0.420 0.1052
H 1.154642 -1.532902 -2.255979 -0.045 0.294 0.344 -0.0006
H 2.100192 0.517836 -1.279123 -0.231 0.304 0.323 0.2499
H 0.809709 2.289028 -0.161626 -0.006 -0.404 -0.431 0.0615
H -1.613071 0.978042 -1.258716 0.133 0.384 1.134 0.0358
H -1.422348 2.476746 -0.442552 -0.412 0.522 0.157 -0.0188
H -1.075034 1.059490 1.782074 -0.634 -0.557 -0.701 -0.0143
H -2.714783 1.429092 1.105011 0.571 -0.208 0.059 0.0006
H 3.001760 1.116776 4.053304 -0.042 0.062 -0.025 -0.0377
H 3.297696 1.061542 2.362812 0.217 0.657 -0.283 0.0605
H 3.943371 -0.215296 3.406859 -0.024 0.011 -0.186 0.0197
C -0.926365 -2.310894 4.967447 -0.638 0.124 -0.003 -0.0162
C 0.578662 -2.129056 4.964195 -0.170 0.218 -0.735 -0.0204
C 0.932146 -1.582780 6.358143 0.133 0.084 -0.128 -0.0111
C 1.154996 -3.540481 4.858876 0.607 -0.117 -0.157 -0.0059
C 1.073673 -1.232531 3.830763 1.350 0.546 0.110 -0.3343
C 1.856934 -0.474087 3.245407 -0.182 -0.592 1.436 0.3307
H -1.148574 -3.040690 5.751629 -0.233 0.058 -0.111 0.0006
H -1.311924 -2.687681 4.020299 0.043 0.032 -0.047 0.0029
H -1.448960 -1.386332 5.221029 0.002 0.029 -0.136 -0.0010
H 0.449015 -2.254056 7.091290 0.267 0.376 -0.147 -0.0007
H 2.012641 -1.591669 6.530629 -0.122 0.082 -0.012 0.0003
H 0.547861 -0.565162 6.488147 0.084 -0.181 0.045 0.0007
H 0.962713 -3.985917 3.877188 -0.007 0.055 0.173 0.0012
H 2.237870 -3.550390 5.042802 -0.199 0.022 -0.147 0.0002
H 0.678680 -4.149465 5.635572 0.132 -0.043 -0.173 -0.0001

71
Properties=species:S:1:pos:R:3:forces:R:3:mulliken_charge:R:1 method="wB97M-V/def2-TZVPD" max_force_ev_per_a=5.2 homo_lumo_gap_ev=8.55 charge=0 homo_ev=-8.17 lumo_ha=0.0141 smiles="C[C@H](O)COC(=O)NCCC(=O)Nc1ccccc1.COC[C@@H](C)N.COC[C@@H](C)N"
C 4.053202 -3.796944 0.839518 -0.131 -0.237 0.149 -1.1761
C 4.982851 -3.804214 -0.465670 0.081 0.516 0.985 0.4874
O 6.365539 -4.056668 -0.026391 -1.419 0.091 0.534 -0.5585
C 4.995077 -2.436862 -1.296231 0.874 -1.611 -1.763 -0.6029
O 4.982423 -1.232255 -0.484279 -2.763 1.011 0.176 -0.2578
C 4.173022 -0.214413 -1.050088 0.643 0.874 -4.770 0.3723
O 4.367220 0.067259 -2.274358 -0.868 -1.058 4.346 -0.6480
N 3.098193 0.500067 -0.363363 3.300 -0.109 0.636 0.0265
C 3.455897 0.911204 1.029898 -1.125 0.208 2.155 -1.0477
C 3.447945 -0.341033 2.079988 -0.921 0.000 -0.777 0.7907
C 2.130280 -0.295069 3.029464 0.616 2.429 2.120 -0.2302
O 1.945689 0.634929 3.868367 0.707 -3.666 -3.572 -0.5504
N 1.171422 -1.421567 2.906619 0.517 0.999 -1.624 -0.2170
C 0.432558 -1.394995 1.634709 -2.014 -1.165 -3.293 0.5494
C 0.163035 -0.145469 0.767038 -1.191 -2.391 -1.006 0.0535
C -0.674252 -0.178837 -0.565402 0.206 -3.598 1.755 -0.7424
C -1.282182 -1.538350 -1.062621 2.703 0.264 3.985 -0.3840
C -0.969666 -2.816365 -0.192470 1.062 3.032 0.913 -0.4816
C -0.136443 -2.767160 1.121904 -0.886 2.923 -2.364 -0.6166
H 4.506605 -3.151532 1.674289 -0.445 -0.831 -1.325 0.3602
H 2.992490 -3.385560 0.660847 1.542 -0.771 0.036 0.2136
H 3.990898 -4.878715 1.246285 -0.028 1.750 -0.709 0.3731
H 4.670829 -4.697264 -1.127055 0.458 1.666 0.720 0.2435
H 6.331930 -4.059317 0.953843 0.227 -0.019 -0.936 0.3321
H 5.986315 -2.427870 -1.893922 -1.603 -0.088 0.992 0.2500
H 4.163174 -2.484867 -2.082343 0.937 0.488 1.352 0.3726
H 3.008993 1.397191 -0.885918 -0.093 -1.242 0.065 0.3120
H 4.416281 1.519661 1.126396 -1.100 -0.999 -0.325 0.3428
H 2.605729 1.603942 1.402217 1.471 -0.936 -0.766 0.4497
H 3.354642 -1.286634 1.445214 0.354 1.346 1.044 -0.6541
H 4.413129 -0.351717 2.685541 -1.474 -0.004 -0.629 0.5167
H 1.705347 -2.310193 3.007310 -0.654 0.824 -0.303 0.4396
H 0.579565 0.863362 1.087156 -0.688 -1.533 -0.389 0.4181
H -0.860136 0.778337 -1.179286 0.356 -1.770 1.247 0.2627
H -1.922176 -1.642571 -1.996495 1.077 0.267 1.610 0.2628
H -1.404512 -3.806034 -0.569066 0.820 1.553 0.807 0.2972
H 0.053631 -3.730858 1.708039 -0.338 1.629 -0.914 0.3217
C -3.418469 0.832861 4.703519 -0.179 -0.104 0.228 -1.5057
C -2.000763 1.398443 4.717163 -0.180 -0.044 -0.483 0.2039
C -1.919466 2.867268 4.250701 0.333 -0.090 0.074 -0.7185
O -2.022518 3.042276 2.840243 -0.220 0.173 0.369 -0.3562
C -3.350089 3.041901 2.342705 0.247 -0.112 -0.275 -0.6603
N -1.133954 0.528440 3.914377 0.030 0.488 0.020 -0.3799
H -3.764782 0.591276 3.696738 0.103 0.066 0.023 0.2652
H -3.461401 -0.094304 5.283609 0.070 0.107 -0.102 0.3724
H -4.127013 1.536920 5.149781 0.011 -0.028 -0.037 0.3743
H -1.651223 1.366065 5.754962 0.079 0.106 -0.067 0.5030
H -0.929363 3.249801 4.520599 -0.028 -0.051 -0.127 0.3405
H -2.648784 3.497520 4.774267 -0.153 -0.044 -0.070 0.4485
H -4.054573 3.494992 3.046412 0.022 -0.071 0.052 0.3145
H -3.658833 2.023696 2.096924 -0.216 0.032 0.066 0.2238
H -3.364575 3.621582 1.417178 0.084 0.019 0.080 0.2428
H -0.170839 0.854037 4.004742 -0.117 -0.288 0.146 0.1966
H -1.355796 0.703601 2.932837 -0.085 -0.173 0.148 0.2130
C -3.023436 2.667907 -3.797421 0.062 0.248 0.149 -1.4383
C -2.101800 1.541456 -4.257080 -0.458 -0.024 -0.096 0.1922
C -2.318186 1.130884 -5.728471 0.228 -0.258 0.080 -0.7866
O -3.476813 0.333164 -5.950411 0.201 0.414 -0.102 -0.3928
C -4.684923 1.067922 -6.061799 -0.100 -0.343 0.082 -0.6443
N -2.258202 0.398107 -3.348342 0.057 -0.045 -0.399 -0.4810
H -4.043554 2.326732 -3.611130 0.084 -0.057 -0.064 0.3092
H -2.657536 3.097457 -2.859404 -0.035 -0.104 -0.103 0.3270
H -3.061021 3.471538 -4.538095 -0.014 -0.051 0.034 0.3610
H -1.074024 1.910292 -4.169038 0.002 -0.117 -0.090 0.4046
H -1.471000 0.505494 -6.029601 -0.119 -0.047 0.029 0.3442
H -2.312924 2.001682 -6.394798 -0.130 0.078 0.061 0.4722
H -4.534973 2.037592 -6.545273 0.048 0.012 0.078 0.2972
H -5.136971 1.199401 -5.076511 -0.081 0.217 -0.051 0.2237
H -5.381281 0.483786 -6.666881 0.128 -0.013 -0.006 0.2592
H -1.572203 -0.311430 -3.601832 0.039 0.130 0.077 0.3266
H -3.153253 -0.040978 -3.570354 0.078 0.133 0.111 0.2671